No. 1
Entry from the OMol25 dataset: 14 unconnected molecules or ions with the total composition C40H74BBr26F2N2O2 at a distorted geometry (the ωB97M-V functional and the def2-TZVPD basis).

Each line ends with the Mulliken charge.
Cartesian coordinates (Å):
C -0.048 -1.043 -6.476  -0.5612
O 0.850 -0.846 -5.343  -0.3971
B 0.157 -1.143 -4.166  1.1409
O -1.256 -0.921 -4.138  -0.6627
C 0.821 -1.743 -2.831  -0.1777
C 0.019 -1.684 -1.621  -0.4905
N 0.431 -2.188 -0.386  0.3210
C -0.540 -2.020 0.730  -1.0814
C -0.713 -0.491 1.146  -0.5637
C 0.551 0.077 1.938  0.3353
F 0.161 0.367 3.272  -0.2797
C 1.693 -2.774 -0.234  0.2770
C 2.121 -3.319 1.157  -0.7781
C 3.679 -3.402 1.389  0.3827
C 4.184 -4.828 0.929  -1.2855
F 4.411 -2.318 0.856  -0.3871
C 2.576 -2.891 -1.407  -0.0134
C 2.171 -2.362 -2.732  -0.2150
C 3.119 -2.449 -3.956  0.0443
C 4.166 -1.272 -3.816  0.0422
N 4.055 -0.141 -4.396  -0.5275
H -0.626 -2.009 -6.402  0.2778
H -0.775 -0.187 -6.587  0.1030
H 0.527 -1.083 -7.447  0.3337
H -1.736 -1.749 -4.333  0.0570
H -0.994 -1.203 -1.685  0.6248
H -0.365 -2.698 1.597  0.4401
H -1.545 -2.318 0.303  0.3943
H -0.901 0.162 0.243  0.3560
H -1.623 -0.398 1.808  0.4641
H 1.402 -0.657 1.954  -0.0694
H 0.857 1.017 1.392  0.0101
H 1.715 -4.369 1.276  0.3678
H 1.690 -2.728 2.015  0.3950
H 3.824 -3.362 2.506  0.0880
H 3.513 -5.160 0.080  0.3196
H 3.940 -5.539 1.773  0.3945
H 5.270 -4.866 0.654  0.3296
H 3.581 -3.374 -1.361  0.3162
H 3.725 -3.399 -3.853  -0.5216
H 2.602 -2.468 -4.946  0.4407
H 5.036 -1.465 -3.118  0.2988
H 4.869 0.422 -4.095  0.2734
Br -2.544 1.923 7.675  -0.1250
C -1.024 0.718 7.489  -0.2868
C -1.116 -0.087 6.218  -0.5215
Br -2.414 -1.531 6.383  -0.1585
H -0.993 0.106 8.388  0.4814
H -0.149 1.369 7.467  -0.0152
H -0.167 -0.581 6.010  0.2867
H -1.410 0.506 5.355  0.3511
Br -2.865 -4.073 -4.322  -0.1687
C -4.361 -3.123 -5.146  -0.3461
C -5.505 -4.054 -5.445  -0.7928
Br -5.141 -5.135 -7.024  -0.0654
H -3.971 -2.625 -6.029  0.0842
H -4.658 -2.373 -4.412  0.4535
H -6.404 -3.488 -5.687  0.4134
H -5.722 -4.743 -4.631  0.4311
Br -2.949 0.796 12.289  -0.1312
C -4.480 1.675 11.462  -0.5709
C -5.592 0.695 11.185  -0.4988
Br -5.196 -0.397 9.623  -0.1431
H -4.113 2.174 10.567  0.3335
H -4.802 2.425 12.185  0.3382
H -6.513 1.222 10.939  0.3725
H -5.780 0.012 12.011  0.3052
Br -5.016 -5.374 -11.541  -0.1090
C -4.177 -7.128 -11.674  -0.5775
C -4.369 -7.916 -10.404  -0.5832
Br -3.173 -7.283 -9.004  -0.1676
H -3.131 -6.965 -11.924  0.3599
H -4.674 -7.620 -12.511  0.3614
H -4.105 -8.962 -10.555  0.3430
H -5.382 -7.855 -10.011  0.3616
Br 3.176 5.621 5.051  -0.1570
C 2.027 4.105 4.638  -0.7364
C 1.415 3.519 5.883  -0.2790
Br 2.708 2.444 6.868  -0.1587
H 2.632 3.394 4.082  0.2163
H 1.253 4.507 3.984  0.4634
H 0.610 2.830 5.623  0.1906
H 1.035 4.269 6.574  0.4610
Br 2.806 3.877 1.237  -0.1206
C 3.696 5.590 0.958  -0.1528
C 5.085 5.401 0.409  -0.5708
Br 6.323 4.827 1.800  -0.1398
H 3.675 6.117 1.909  0.2151
H 3.069 6.121 0.240  0.0352
H 5.483 6.349 0.046  0.3604
H 5.136 4.661 -0.386  0.3912
Br 3.791 -1.899 5.020  -0.1547
C 4.677 -0.181 4.753  -0.3642
C 6.070 -0.362 4.207  -0.4714
Br 7.306 -0.941 5.596  -0.1291
H 4.653 0.339 5.707  0.3506
H 4.051 0.352 4.038  0.1552
H 6.466 0.589 3.850  0.3821
H 6.125 -1.098 3.406  0.2388
Br -5.246 2.185 -6.668  -0.1275
C -3.775 0.927 -6.876  -0.5372
C -3.906 0.133 -8.152  -0.4940
Br -5.256 -1.262 -7.985  -0.0583
H -3.760 0.306 -5.983  0.2686
H -2.876 1.544 -6.901  0.3659
H -2.977 -0.395 -8.371  0.1857
H -4.184 0.741 -9.010  0.4458
Br -7.320 0.847 15.204  -0.1226
C -5.444 1.356 15.348  -0.2327
C -4.838 0.864 16.636  -0.6143
Br -5.393 1.963 18.145  -0.1379
H -5.400 2.438 15.237  0.4055
H -4.959 0.887 14.493  -0.0642
H -3.752 0.952 16.605  0.3600
H -5.110 -0.162 16.873  0.3929
Br 3.394 9.212 0.996  -0.1248
C 1.874 10.091 0.156  -0.5261
C 0.758 9.114 -0.111  -0.4458
Br 1.150 7.998 -1.662  -0.1550
H 2.245 10.578 -0.743  0.3900
H 1.554 10.851 0.870  0.3427
H -0.161 9.642 -0.366  0.3854
H 0.566 8.441 0.722  0.1219
Br 1.784 9.902 5.206  -0.1244
C 0.088 9.128 5.768  -0.6174
C -0.267 7.926 4.933  -0.1777
Br -0.931 8.451 3.178  -0.1272
H -0.655 9.921 5.720  0.4062
H 0.238 8.841 6.809  0.3464
H -1.086 7.370 5.391  0.3381
H 0.574 7.255 4.767  -0.0078
Br 3.814 -6.022 -6.198  -0.1310
C 5.706 -5.585 -6.041  -0.6354
C 6.285 -6.113 -4.753  -0.5530
Br 5.757 -5.007 -3.238  -0.0698
H 5.792 -4.505 -6.140  0.3485
H 6.180 -6.063 -6.898  0.3825
H 7.373 -6.066 -4.775  0.3496
H 5.974 -7.131 -4.527  0.3822
Br -4.766 -2.621 -14.606  -0.1247
C -2.875 -2.188 -14.436  -0.5987
C -2.299 -2.749 -13.160  -0.3871
Br -2.825 -1.684 -11.615  -0.0870
H -2.789 -1.107 -14.508  0.3755
H -2.400 -2.646 -15.304  0.3492
H -1.210 -2.704 -13.180  0.3435
H -2.613 -3.772 -12.961  0.1380

M   2741.36 g mol⁻¹
Gap between HOMO and LUMO   7.257 eV
Charge   +1
Max |F|   0.0488 hartree/bohr
Highest occupied orbital energy   -11.0 eV


No. 2
Entry from the OMol25 dataset: a molecular structure, C16H13BrN7NiO2S3 at a distorted geometry (the ωB97M-V functional and the def2-TZVPD basis).

Each line ends with the Mulliken spin population.
Cartesian coordinates (Å):
Ni -0.556 0.407 0.373  1.2112
N 0.304 -1.511 3.006  0.0668
C 0.109 -0.219 3.231  0.0535
N -0.012 0.678 2.277  -0.0212
C 0.128 1.974 2.771  -0.0098
C 0.143 2.044 4.167  0.2002
S 0.109 0.482 4.869  0.0288
C 0.113 2.942 1.653  -0.0013
C 0.109 4.355 1.622  0.1616
S -0.091 4.987 0.043  0.0577
C -0.177 3.271 -0.547  0.0333
N -0.054 2.367 0.398  -0.0016
N -0.187 3.018 -1.864  0.0402
H 0.547 -1.818 2.043  -0.0027
H 0.148 -2.185 3.754  -0.0036
H 0.168 2.955 4.754  0.0032
H 0.284 5.041 2.429  -0.0007
H -0.224 3.768 -2.551  -0.0020
H -0.238 2.065 -2.205  -0.0049
Br 3.730 -1.758 -5.768  0.0001
C 2.521 -1.044 -4.522  0.0003
C 1.223 -0.720 -4.927  -0.0004
N 0.270 -0.465 -4.016  0.0006
C 0.532 -0.490 -2.719  -0.0027
C 1.862 -0.652 -2.251  0.0095
C 2.861 -0.960 -3.154  -0.0020
C 2.281 -0.504 -0.738  0.0049
O 3.408 -0.652 -0.374  0.0054
O 1.334 -0.241 0.107  0.0599
H 0.958 -0.672 -5.961  0.0000
H -0.329 -0.358 -2.030  0.0009
H 3.878 -1.095 -2.822  -0.0008
S -2.833 0.736 0.435  0.0847
C -2.509 -0.904 0.488  -0.0161
N -3.381 -1.796 1.055  0.0129
C -3.021 -3.093 1.339  0.0196
C -1.760 -3.489 0.986  -0.0025
C -0.945 -2.633 0.249  0.0243
N -1.318 -1.343 0.049  -0.0105
H -4.281 -1.406 1.304  -0.0005
H -3.743 -3.671 1.918  0.0004
H -1.389 -4.480 1.206  -0.0001
H 0.029 -2.929 -0.075  0.0034

M   570.13 g mol⁻¹
Gap between HOMO and LUMO (spin up / spin down)   6.630 / 3.797 eV
Charge   +1
Max |F|   0.0550 hartree/bohr
Multiplicity   3
Highest occupied orbital energy (spin up / spin down)   -11.0 / -10.3 eV
⟨S²⟩   2.04